1.
DFT (ωB97M-V/def2-TZVPD) results for a molecular structure, C23H38BaBrIN7O2.

Properties
Energy above the lowest of the compared OMol25 structures with the same formula, charge and spin ... 0.0 kcal/mol
HOMO ... -11.271 eV
Maximum force ... 0.2 eV/Å
Net charge ... +1
Gap between HOMO and LUMO ... 9.1210 eV

Positions of all 73 atoms, in Å:
Ba1 -0.19573 0.20862 0.82892
C1 -3.67920 -1.03837 0.26118
C2 -3.85083 -0.40034 1.63565
N1 -2.61255 -0.31957 2.42345
C3 -2.32564 -1.48930 3.26154
C4 -1.82625 -2.68427 2.48337
C5 -2.12464 -3.97693 2.88798
C6 -1.60181 -5.03581 2.16342
C7 -0.82244 -4.77186 1.04909
C8 -0.57904 -3.44975 0.70855
C9 0.24605 -3.07921 -0.49758
N2 -0.30686 -1.89341 -1.16096
C10 -1.61348 -2.13145 -1.78320
C11 -2.45988 -0.86870 -1.87920
N3 -2.74978 -0.26783 -0.57100
N4 -1.06718 -2.43340 1.41821
H1 -4.66865 -1.12155 -0.20847
H2 -3.29493 -2.04950 0.37272
H3 -4.63235 -0.94870 2.17676
H4 -4.22189 0.61983 1.49934
H5 -2.68868 0.47312 3.04872
H6 -3.19769 -1.78931 3.85579
H7 -1.52628 -1.20308 3.94992
H8 -2.75528 -4.14709 3.75028
H9 -1.81540 -6.05626 2.45303
H10 -0.41868 -5.57538 0.44794
H11 0.31593 -3.94364 -1.16844
H12 1.25470 -2.83283 -0.15620
H13 0.35947 -1.59285 -1.86577
H14 -2.14407 -2.87689 -1.18908
H15 -1.51672 -2.55869 -2.78848
H16 -3.37592 -1.11655 -2.43298
H17 -1.92542 -0.11883 -2.47174
H18 -3.16685 0.64291 -0.73421
N5 2.22233 2.06797 2.01892
C12 2.72474 1.60294 3.33358
C13 3.08196 0.12015 3.26677
C14 1.90970 -0.60603 2.63615
O1 0.79072 -0.51734 3.20332
O2 2.07058 -1.12621 1.49226
H19 2.93379 1.89248 1.31279
H20 2.11294 3.07589 2.05238
H21 1.92226 1.73918 4.05812
H22 3.59117 2.17829 3.67118
H23 3.26249 -0.25355 4.27499
H24 3.97734 -0.04296 2.66581
N6 -1.52668 2.94014 1.35155
C15 -0.69142 3.96110 0.69439
C16 -1.09304 4.17791 -0.75724
C17 -1.10128 2.92135 -1.61885
N7 0.14628 2.16248 -1.46140
H25 -2.50627 3.18251 1.23465
H26 -1.35878 2.96980 2.35297
H27 0.34227 3.61387 0.73762
H28 -0.73151 4.92373 1.21249
H29 -0.40134 4.90741 -1.18855
H30 -2.08412 4.63843 -0.80680
H31 -1.28909 3.21469 -2.65614
H32 -1.93044 2.27573 -1.31871
H33 0.93776 2.79869 -1.50284
H34 0.28412 1.52678 -2.24269
Br1 1.14271 -0.33072 -4.09661
C18 2.91911 0.34083 -4.12166
C19 3.37721 0.81894 -5.34033
C20 4.66412 1.32314 -5.44276
C21 5.48556 1.34766 -4.32693
C22 5.01836 0.86759 -3.11354
C23 3.73046 0.35783 -2.99439
I1 3.14913 -0.34727 -1.10642
H35 2.72928 0.79060 -6.20513
H36 5.01975 1.69247 -6.39483
H37 6.49173 1.73775 -4.39692
H38 5.66404 0.88267 -2.24574

2.
DFT (ωB97M-V/def2-TZVPD) results for a single CH6N4O2S molecule in a non-equilibrium geometry.

Properties
Energy above the lowest of the compared OMol25 structures with the same formula, charge and spin ... 35.7 kcal/mol
HOMO ... -8.919 eV
Maximum force ... 5.0 eV/Å
Gap between HOMO and LUMO ... 9.1473 eV

Positions of all 14 atoms, in Å:
C1 0.81849 0.71183 0.16066
N1 0.62683 1.98408 0.34740
N2 2.15846 0.30994 0.27020
N3 -0.14489 -0.26372 0.08649
N4 0.45124 -1.86294 -0.03761
O1 -2.45547 -1.25513 0.41675
O2 -2.33632 0.58837 -1.17747
S1 -1.93706 0.06281 0.34493
H1 -0.43737 2.14957 0.59588
H2 2.86174 1.05959 0.38291
H3 2.44427 -0.57354 -0.29704
H4 -0.18247 -2.35092 -0.63215
H5 -2.26989 1.54051 -1.40130
H6 0.40243 -2.10044 0.94035

3.
DFT (ωB97M-V/def2-TZVPD) results for a single C5H9O3P molecule in a non-equilibrium geometry.

Properties
Energy above the lowest of the compared OMol25 structures with the same formula, charge and spin ... 0.0 kcal/mol
SMILES ... CO[P@@]1(=O)CC[C@@H]2O[C@@H]21
HOMO ... -9.558 eV
Maximum force ... 3.9 eV/Å
Gap between HOMO and LUMO ... 10.4243 eV

Positions of all 18 atoms, in Å:
C1 -2.66262 -0.24916 1.01598
O1 -1.58006 0.29216 0.17693
P1 -0.48486 -0.73144 -0.46112
O2 -1.10960 -1.96224 -0.91045
C2 0.63956 0.14313 -1.59803
C3 1.63651 1.00863 -0.80260
C4 1.73437 0.49731 0.61955
O3 2.09127 -0.89033 0.66482
C5 0.77178 -0.58046 0.95521
H1 -3.30686 0.53489 1.28170
H2 -2.15413 -0.68265 1.90993
H3 -3.19232 -1.03853 0.44578
H4 0.15470 0.77258 -2.28047
H5 1.09745 -0.67074 -1.96611
H6 2.58673 1.08549 -1.49785
H7 1.21457 2.06467 -0.79429
H8 2.21546 1.28184 1.25771
H9 0.34807 -0.87514 1.98330

4.
DFT (ωB97M-V/def2-TZVPD) results for 10 unconnected molecules or ions with the total composition C16H50BF5N18O14P in a non-equilibrium geometry.

Properties
HOMO ... -4.154 eV
Maximum force ... 2.1 eV/Å
Net charge ... -1
Gap between HOMO and LUMO ... 6.0766 eV

Positions of all 105 atoms, in Å:
C1 -0.48373 2.34620 1.18122
C2 -0.77922 0.98030 0.54367
O1 -0.92518 1.16093 -0.84616
C3 -0.51401 0.01416 -1.59100
P1 1.38476 0.03626 -1.98478
B1 0.97871 1.18336 -3.56284
O2 0.57180 0.64410 -4.78937
O3 1.08763 2.54405 -3.53911
C4 3.32259 0.29384 -2.15545
F1 3.68960 0.46969 -3.44691
F2 4.08427 -0.75485 -1.72916
C5 3.90502 1.48474 -1.39233
F3 3.44380 2.63395 -1.77250
F4 5.24085 1.52661 -1.62463
F5 3.78464 1.35699 -0.10829
O4 1.34330 -1.28891 -3.07847
C6 1.77055 -2.51130 -2.52403
C7 1.51098 -2.38122 -1.02563
O5 1.70275 -1.07429 -0.66874
H1 -1.32187 2.72045 1.75628
H2 -0.25145 3.02976 0.38013
H3 0.38292 2.29189 1.83147
H4 -1.67563 0.55560 0.99297
H5 0.05872 0.33170 0.79139
H6 -0.82835 -0.87873 -1.04645
H7 -1.06897 0.05267 -2.53382
H8 1.42944 1.17710 -1.08476
H9 -0.38845 0.53031 -4.80448
H10 0.94317 2.89184 -2.64701
H11 2.83907 -2.55588 -2.76720
H12 1.37314 -3.40803 -2.99154
H13 0.45950 -2.67775 -0.91461
H14 2.09615 -3.09725 -0.45540
C8 -4.96477 0.41457 0.76526
O6 -3.78504 0.34062 1.05550
N1 -5.94819 0.65786 1.67112
N2 -5.41144 0.24997 -0.52513
H15 -6.92189 0.70652 1.42051
H16 -5.67692 0.78710 2.63154
H17 -4.71953 0.07359 -1.23137
H18 -6.37937 0.32184 -0.78198
C9 -5.84100 3.00504 4.77354
O7 -6.71540 2.15695 4.83601
N3 -4.51624 2.71342 4.87383
N4 -6.11889 4.33518 4.58017
H19 -3.80161 3.41447 4.81212
H20 -4.24503 1.74859 4.99175
H21 -7.08317 4.59296 4.48812
H22 -5.41052 5.04430 4.52307
C10 -4.40846 7.31313 2.18037
O8 -3.50770 7.03237 2.94806
N5 -4.69568 8.60558 1.82628
N6 -5.21297 6.36740 1.61327
H23 -5.43353 8.85333 1.19571
H24 -4.12484 9.32726 2.22450
H25 -5.02893 5.40825 1.85015
H26 -5.96454 6.58351 0.98717
C11 5.82555 -4.29813 -1.31620
O9 4.93605 -5.11764 -1.14475
N7 7.15013 -4.65335 -1.28567
N8 5.58512 -2.97909 -1.54436
H27 7.89815 -4.00059 -1.41767
H28 7.36883 -5.62033 -1.12222
H29 4.62862 -2.67554 -1.57347
H30 6.31311 -2.30581 -1.68448
C12 9.14076 -7.68986 0.02902
O10 9.00853 -7.17050 -1.06430
N9 10.17828 -8.53532 0.31704
N10 8.26754 -7.47399 1.05657
H31 10.30180 -8.97146 1.21028
H32 10.83854 -8.71695 -0.41544
H33 7.49024 -6.86038 0.88387
H34 8.36538 -7.89581 1.95984
C13 -2.82560 -0.76358 5.78818
O11 -3.81544 -0.20531 5.35000
N11 -1.94205 -1.41450 4.98081
N12 -2.52133 -0.77836 7.12265
H35 -1.12005 -1.87604 5.31995
H36 -2.13469 -1.41322 3.99421
H37 -3.15281 -0.30560 7.74199
H38 -1.70989 -1.23062 7.49750
C14 5.97230 3.13044 2.48847
O12 4.94134 2.86595 3.07213
N13 6.86501 4.06100 2.96763
N14 6.34355 2.53804 1.31625
H39 7.72019 4.29497 2.50176
H40 6.62961 4.52103 3.82637
H41 5.72198 1.85390 0.92083
H42 7.19591 2.75781 0.83860
C15 0.08241 -1.21124 -8.24386
O13 -1.03407 -1.51507 -7.85943
N15 0.91737 -0.40161 -7.54441
N16 0.58718 -1.67323 -9.43865
H43 1.83220 -0.15189 -7.86693
H44 0.59913 -0.03817 -6.65580
H45 -0.00037 -2.27502 -9.98329
H46 1.50071 -1.43953 -9.77583
C16 -9.07265 -1.26717 -0.00769
O14 -8.89408 -0.12404 0.37549
N17 -10.32203 -1.80804 -0.13522
N18 -8.04203 -2.09932 -0.33711
H47 -10.48679 -2.74567 -0.44687
H48 -11.10157 -1.22318 0.10117
H49 -7.10661 -1.73876 -0.24726
H50 -8.17428 -3.04133 -0.65171

5.
DFT (ωB97M-V/def2-TZVPD) results for a molecular structure, C16H39N4PPt.

Properties
HOMO (alpha / beta) ... -13.371 / -15.280 eV
Maximum force ... 0.8 eV/Å
Spin multiplicity ... 3
Net charge ... +2
⟨S²⟩ ... 2.006
Gap between HOMO and LUMO (alpha / beta) ... 8.3988 / 7.4766 eV

Positions of all 61 atoms, in Å:
Pt1 0.08278 0.01307 0.28500
C1 1.62943 2.34773 -2.04108
C2 1.66191 0.86171 -2.45342
N1 1.65735 -0.14518 -1.37723
C3 1.67493 -1.50802 -1.94026
C4 1.37345 -2.58180 -0.89984
N2 0.16015 -2.27866 -0.12494
C5 -1.13012 -2.77154 -0.64455
C6 -1.54844 -2.34450 -2.04938
C7 -1.61981 -0.85176 -2.43542
N3 -1.55004 0.14493 -1.35198
C8 -1.61236 1.50822 -1.91105
C9 -1.30332 2.58882 -0.88104
N4 -0.08751 2.28964 -0.11438
C10 1.20749 2.77589 -0.63539
H1 1.01296 2.86906 -2.77554
H2 2.63188 2.76132 -2.15519
H3 2.54374 0.71003 -3.08277
H4 0.80350 0.63903 -3.08395
H5 2.48224 -0.02179 -0.79521
H6 2.64375 -1.72682 -2.39681
H7 0.92949 -1.55147 -2.73180
H8 2.20462 -2.65714 -0.19714
H9 1.28765 -3.54503 -1.41100
H10 0.26521 -2.69039 0.79442
H11 -1.89100 -2.46229 0.07518
H12 -1.12506 -3.86636 -0.65259
H13 -2.53860 -2.78168 -2.17956
H14 -0.91221 -2.84341 -2.78204
H15 -2.54402 -0.69223 -2.99823
H16 -0.81034 -0.61774 -3.12484
H17 -2.33353 0.01474 -0.71737
H18 -2.60004 1.70269 -2.33736
H19 -0.89474 1.56967 -2.72680
H20 -2.13043 2.66865 -0.17416
H21 -1.22148 3.54850 -1.39937
H22 -0.18781 2.70326 0.80466
H23 1.95994 2.46058 0.09074
H24 1.21171 3.87067 -0.64422
C11 2.58461 0.15634 3.26159
C12 1.31876 -0.63951 3.58488
P1 -0.14078 -0.02261 2.66674
C13 -1.56068 -1.09463 3.15845
C14 -1.47158 -1.78358 4.52177
C15 -0.48662 1.63567 3.37565
C16 -0.80743 1.67449 4.86986
H25 3.44256 -0.28251 3.76796
H26 2.50432 1.19257 3.59035
H27 2.79088 0.15164 2.18794
H28 1.09799 -0.59825 4.65185
H29 1.45860 -1.69125 3.32389
H30 -1.66992 -1.85170 2.37850
H31 -2.45015 -0.46069 3.10761
H32 -0.63031 -2.47409 4.56892
H33 -2.38050 -2.36127 4.68565
H34 -1.37818 -1.06942 5.33796
H35 -1.32988 2.04334 2.80966
H36 0.38780 2.25783 3.16291
H37 -1.71175 1.11226 5.09905
H38 -0.97854 2.70655 5.17342
H39 0.01337 1.28796 5.47322

6.
DFT (ωB97M-V/def2-TZVPD) results for a single C2H2N2O molecule in a non-equilibrium geometry.

Properties
Energy above the lowest of the compared OMol25 structures with the same formula, charge and spin ... 58.2 kcal/mol
SMILES ... N#C/C=N\O
HOMO ... -10.891 eV
Maximum force ... 4.5 eV/Å
Gap between HOMO and LUMO ... 10.7952 eV

Positions of all 7 atoms, in Å:
N1 2.44067 -0.61325 0.00396
C1 1.33814 -0.18264 -0.10946
C2 0.16646 0.72911 -0.04737
N2 -1.06787 0.39556 -0.03578
O1 -1.20437 -1.01499 -0.07988
H1 0.47432 1.79666 0.03264
H2 -2.14735 -1.11046 0.23588

7.
DFT (ωB97M-V/def2-TZVPD) results for a single C3H5N3O3S molecule in a non-equilibrium geometry.

Properties
Energy above the lowest of the compared OMol25 structures with the same formula, charge and spin ... 99.2 kcal/mol
SMILES ... [H]/N=c1\nc(S(C)(=O)=O)[nH]o1
HOMO ... -9.300 eV
Maximum force ... 8.0 eV/Å
Gap between HOMO and LUMO ... 8.7039 eV

Positions of all 15 atoms, in Å:
H1 -1.28856 -3.37294 0.57024
N1 -0.94847 -3.31271 -0.31122
C1 -0.48958 -2.17367 -0.80250
N2 -0.52842 -1.09355 -0.00732
C2 0.04222 -0.12321 -0.68817
S1 0.43076 1.61393 0.07672
C3 0.00949 1.59910 1.84402
O1 -0.34238 2.77258 -0.47778
O2 1.86903 1.93929 -0.03592
N3 0.35408 -0.62400 -2.01338
O3 0.10915 -2.00695 -2.04369
H2 0.96991 1.64401 2.42613
H3 -0.52542 2.50630 2.01212
H4 -0.68011 0.80918 2.10356
H5 1.01828 -0.17738 -2.65281

8.
DFT (ωB97M-V/def2-TZVPD) results for 2 unconnected molecules or ions with the total composition CH6BN.

Properties
Energy above the lowest of the compared OMol25 structures with the same formula, charge and spin ... 130.2 kcal/mol
HOMO (alpha / beta) ... -9.658 / -10.142 eV
Maximum force ... 0.8 eV/Å
Gap between HOMO and LUMO (alpha / beta) ... 9.5019 / 9.2190 eV

Positions of all 9 atoms, in Å:
B1 -1.46888 -0.29227 -0.00357
C1 1.14440 -0.23639 0.04143
N1 -0.21076 0.10589 0.06152
H1 -2.39579 0.41601 -0.03369
H2 -1.64539 -1.46248 -0.01575
H3 1.66188 0.14593 0.92685
H4 1.24264 -1.33247 0.03772
H5 1.63450 0.14744 -0.85761
H6 0.03739 2.50833 -0.15691